Entry 1:
Computed, not measured: C2H4N2S3 in the gas phase, with ωB97M-V/def2-TZVPD.

Calculated values
Frontier orbital gap (alpha / beta) ... 7.544 / 6.716 eV
DFT total energy ... -1382.45842 hartree
Energy relative to the best compared isomer or geometry (same formula, charge and spin) ... 561.0 kJ/mol

```
11
Properties=species:S:1:pos:R:3:forces:R:3:nbo_charge:R:1
S 2.13077 0.14247 0.48328 -0.9 -1.0 0.0 0.74
S -1.95222 -0.89354 0.35291 -0.3 0.6 -0.3 0.04
S 0.39259 -2.37917 -0.22980 0.3 -1.3 2.1 0.24
N 1.85880 1.50610 -0.23283 -0.9 1.0 0.5 -0.90
N 0.65409 -0.73606 -0.10648 1.0 -0.4 0.1 -0.79
C -0.45369 0.05642 -0.04152 -1.9 -0.3 0.2 -0.06
C -0.58822 1.33789 -0.17265 3.1 -0.6 -0.7 -0.08
H -1.12158 2.12359 0.21375 -1.0 1.6 0.6 0.21
H 2.05201 1.53582 -1.21718 -0.4 -0.2 -0.6 0.36
H -0.15767 -2.68258 1.12131 1.1 0.4 -2.1 0.10
H -2.81488 -0.01094 -0.17079 0.0 0.2 0.2 0.13
```
Forces are in eV/Å.

Entry 2:
Computed, not measured: 2 unconnected molecules or ions with the total composition C5H10N, with ωB97M-V/def2-TZVPD.

Calculated values
Frontier orbital gap ... 8.935 eV
Charge ... +1
DFT total energy ... -250.87600 hartree
Energy relative to the best compared isomer or geometry (same formula, charge and spin) ... 339.4 kJ/mol

```
16
Properties=species:S:1:pos:R:3:forces:R:3:nbo_charge:R:1
N 1.25887 -2.27414 -0.40823 0.3 2.4 0.7 -0.17
C 1.05807 -1.20290 -0.05741 0.5 -3.1 -0.9 0.47
C -1.06011 2.05050 -0.07597 1.1 1.4 -1.8 -0.09
C -1.22155 0.79275 0.18197 0.6 -2.9 -2.9 -0.48
C 1.67597 -3.56542 -0.70607 -1.0 -3.3 2.3 -0.48
C -1.05022 3.25286 0.76064 -2.6 0.0 0.0 -0.66
H -1.41638 2.98177 1.71939 0.7 -0.1 1.5 0.22
H -0.59913 2.31795 -1.00481 -0.2 -0.3 -1.1 0.19
H 1.68765 -3.79545 -1.72440 0.0 0.3 -1.8 0.27
H 2.66194 -3.83282 -0.27476 -0.6 0.6 0.0 0.29
H 0.65338 -0.28312 0.23568 -0.4 1.7 0.5 0.30
H -1.57068 0.42444 1.04822 -1.4 -0.9 3.3 0.19
H 0.87771 -4.30300 -0.26102 1.5 1.4 -0.6 0.28
H -1.86519 4.00778 0.51670 1.5 -0.5 -0.6 0.25
H -1.06648 -0.09208 -0.55649 -0.5 2.1 0.7 0.17
H -0.02385 3.52087 0.60658 0.3 1.3 0.8 0.24
```
Forces are in eV/Å.

Entry 3:
Computed, not measured: 3 unconnected molecules or ions with the total composition C35H56BN6O15S2Si, with ωB97M-V/def2-TZVPD.

Calculated values
Frontier orbital gap ... 7.208 eV
Charge ... +1
DFT total energy ... -3934.82891 hartree

```
116
Properties=species:S:1:pos:R:3:forces:R:3:mulliken_charge:R:1
S 3.85976 -1.00327 3.39446 0.8 1.1 1.9 1.17
S 5.13643 5.51562 4.42548 0.2 0.0 -0.5 -0.14
Si 0.04707 1.21686 -0.21670 -1.2 0.9 -0.6 0.26
O -1.85812 -3.88761 -7.55818 0.0 -0.3 0.2 -0.65
O -7.97985 -3.26216 -10.02513 0.3 0.0 0.0 -0.56
O 2.76354 -1.09389 4.32720 -0.9 -0.6 -0.7 -0.60
O -5.36627 -3.02471 -9.60170 -0.2 0.1 -0.1 -0.63
O -2.66904 0.54312 -6.25488 0.0 -0.1 0.3 -0.58
O -7.88612 -6.99381 -7.18283 0.2 -0.1 0.2 -0.62
O -5.29370 -6.70825 -6.69844 -0.3 0.0 0.0 -0.56
O -2.47360 -0.28880 -3.73427 -0.2 0.2 -0.3 -0.67
O 5.07132 -0.53055 3.98298 0.8 0.0 -0.4 -0.76
O -3.03789 -0.24952 2.56667 0.8 0.5 -0.4 -0.44
O 6.34326 7.93379 4.21273 -0.1 0.0 -0.3 -0.28
O 4.37211 1.63707 -1.37425 0.4 -0.1 -0.3 -0.54
O -1.74922 -4.72946 -5.04237 0.0 0.1 -0.3 -0.59
O 3.38012 1.48698 -0.37766 -0.6 0.3 0.3 -0.14
O -2.45983 -0.90951 4.78171 0.2 -0.5 -0.7 -0.57
N 6.63175 8.52150 6.30955 -0.2 -0.3 0.6 -0.49
N 0.27563 0.24902 2.40544 1.2 -0.1 -0.5 1.65
N -0.98973 -1.61082 2.93693 -0.5 0.3 0.1 0.12
N 4.55538 -4.97057 -1.74158 -0.2 0.3 0.5 -0.74
N 6.03847 7.25420 6.27611 0.1 0.4 0.8 -0.18
N 1.07298 -2.02924 2.08139 0.1 0.3 -0.7 -0.41
C 5.87886 6.97198 5.04669 -0.3 -0.4 -0.3 0.42
C 1.91702 -1.63420 0.95133 0.2 -0.4 -0.8 -0.68
C 3.98356 5.14220 5.77881 -0.3 0.2 0.0 -0.93
C -2.43129 -0.74568 -6.03085 0.0 0.1 -0.4 0.41
C -2.27761 -1.63313 -7.02247 0.0 -0.1 -0.1 -0.97
C -5.18006 0.41963 3.59440 0.3 -0.2 0.1 -1.42
C 2.55486 5.60512 5.52049 -0.7 0.0 -0.3 -0.64
C -1.62353 1.82807 0.44470 0.4 0.2 -0.1 -0.83
C -2.11164 -2.54939 -4.27613 0.0 0.2 0.1 -1.04
C -7.38851 -4.13743 -9.21913 -0.4 -0.1 0.0 0.37
C -2.02167 -3.03010 -6.71265 -0.1 0.5 -0.3 0.89
C -7.35056 -6.05947 -7.74791 -0.4 0.2 -0.2 0.93
C 6.78569 8.86361 5.09789 0.2 0.2 -0.1 0.04
C 0.08880 2.78938 5.33000 -0.4 0.7 -1.0 -1.23
C -5.91287 -3.94056 -9.01636 0.4 -0.2 0.2 0.95
C -5.88046 -5.84661 -7.52547 0.4 0.1 0.0 0.38
C -2.34367 -1.15113 -4.58767 0.0 -0.4 0.3 1.02
C 0.31021 4.31130 5.23220 0.3 -0.7 0.7 -1.15
C 2.39085 -0.17417 1.00708 0.2 0.4 0.8 3.56
C -3.81756 0.84556 3.07200 -1.5 0.6 0.5 0.18
C -1.96108 -3.44020 -5.26676 0.0 -0.1 0.4 0.51
C 0.58347 0.89426 3.71482 -1.4 0.5 0.8 -0.33
C 3.02418 -2.68420 0.62501 -0.7 0.9 0.8 -2.00
C 1.15749 0.73294 1.28767 0.0 -0.1 -0.3 -2.32
C 4.32698 -3.55745 -1.39696 -0.5 -0.4 -0.6 -0.75
C -0.12818 2.22522 3.90963 0.2 -0.1 -0.1 0.22
C -0.33901 -0.14994 -1.45312 0.2 0.1 0.4 -1.25
C 0.73520 2.68173 -1.20858 0.7 -1.0 0.1 -1.31
C 3.52654 0.13603 2.05432 -0.2 -1.1 -0.8 -1.43
C 2.91412 -3.27147 -0.78785 1.4 -0.3 0.5 -0.42
C 1.71947 4.60618 4.67883 -0.1 0.6 0.0 0.01
C 3.02245 0.12410 -0.34733 0.7 -0.2 -0.3 -1.88
C 0.12451 -1.10077 2.48361 0.0 -0.8 0.0 -0.60
C -8.05514 -5.13474 -8.62187 0.0 -0.1 0.1 -0.99
C -5.21385 -4.85278 -8.12487 0.1 0.2 -0.1 -0.97
B -2.21525 -0.86414 3.41276 -0.3 0.3 1.1 0.65
H 2.95703 -3.45625 1.39541 0.1 -0.2 -0.2 0.46
H -5.08063 -0.27662 4.42337 0.0 -0.2 0.0 0.31
H 1.60871 5.00815 3.67099 0.2 -0.2 -0.1 0.35
H -1.20174 2.13028 3.74824 0.0 -0.1 -0.2 -0.37
H 1.64504 1.06789 3.85968 0.2 -0.4 -0.2 -0.20
H 4.38193 5.57382 6.69208 0.2 0.0 0.0 0.49
H 2.41236 -0.19338 -1.19939 -0.2 0.3 0.0 0.20
H -1.67644 -5.15041 -5.92174 0.0 -0.1 0.0 0.36
H 3.97879 -2.18665 0.79239 0.2 -0.2 -0.3 0.62
H -9.11587 -5.28721 -8.76182 0.0 0.0 0.0 0.42
H 3.71797 -5.29805 -2.21307 0.2 -0.2 -0.2 0.29
H -1.78535 2.84787 0.09143 0.1 0.1 -0.1 0.57
H 4.42051 -3.01010 -2.33566 0.1 0.2 0.1 0.39
H 0.20051 4.70769 6.24354 0.1 0.2 0.0 0.59
H 1.23706 2.24578 -2.07779 0.0 0.2 -0.1 0.25
H -0.48442 4.75706 4.63507 0.0 0.1 -0.1 0.35
H 2.51518 6.57149 5.01926 0.3 0.1 0.1 0.31
H 1.57438 -2.44214 2.86035 -0.3 0.0 0.2 0.51
H -4.15569 -4.69233 -7.97432 0.0 0.0 -0.1 0.56
H -2.33738 -1.35392 -8.06507 0.0 0.0 0.0 0.49
H 1.55636 1.68483 1.63809 -0.1 0.2 0.0 1.09
H 0.23280 0.23087 4.50795 0.2 -0.2 0.0 0.64
H -5.77890 -0.02060 2.80006 -0.1 0.0 0.0 0.36
H 4.48165 0.22283 1.53754 0.1 -0.1 0.1 0.57
H -1.03696 -2.62179 2.98589 0.4 0.0 0.0 0.43
H 4.12529 -2.24792 2.91489 -0.3 0.2 -0.4 0.07
H 3.99015 2.28332 -1.98647 -0.2 0.0 0.1 0.34
H -2.43504 1.24059 0.01845 -0.1 -0.2 0.3 0.43
H -2.73835 0.96371 -5.37790 0.0 0.0 0.0 0.34
H -1.67064 1.87250 1.52827 -0.2 -0.2 0.1 -0.36
H 0.96143 2.34650 5.80961 -0.1 -0.2 0.2 0.54
H -0.82000 2.59347 5.89533 0.2 -0.2 0.3 0.54
H -5.69478 1.28543 4.00629 -0.1 0.1 -0.2 0.40
H -4.00055 1.57718 2.28987 0.4 -0.3 -0.5 0.44
H 3.96361 -0.42729 -0.42771 -0.1 -0.2 0.0 0.85
H 4.60015 -5.51251 -0.88335 0.1 -0.1 -0.1 0.27
H -1.23080 0.13161 -2.01831 0.1 0.1 0.1 0.57
H 2.43850 -4.24465 -0.69558 -0.4 0.1 -0.2 0.62
H 1.26955 -1.69065 0.07537 -0.2 0.2 0.1 -0.17
H 2.35434 -2.63114 -1.46552 -0.2 0.0 0.1 0.13
H 2.03855 5.76100 6.46905 0.2 -0.1 0.2 0.39
H -3.31688 1.38989 3.87099 0.4 -0.3 0.0 0.11
H -0.56541 -1.10836 -0.97902 0.0 -0.1 -0.1 0.35
H 0.47119 -0.26155 -2.17582 0.0 -0.2 0.0 0.36
H -0.05523 3.33161 -1.56988 0.0 0.1 0.1 0.51
H -2.95551 -1.72239 4.95442 0.0 0.2 0.6 0.32
H 7.22030 9.79197 4.77877 0.0 0.0 -0.4 0.42
H 1.51444 3.20553 -0.65662 -0.2 0.4 0.0 0.33
H -2.06840 -2.83110 -3.23349 0.0 0.0 0.0 0.47
H 0.23729 2.92421 3.15262 0.0 0.1 0.0 0.14
H -7.27823 -2.65289 -10.32392 0.0 0.0 0.0 0.36
H 2.28774 3.67414 4.61609 -0.1 -0.1 -0.1 -0.14
H 5.12362 -3.21924 -0.73731 0.0 0.0 0.0 0.42
H -5.99677 -7.32187 -6.40990 0.0 0.0 0.0 0.36
H 3.40767 1.09664 2.54755 -0.1 0.0 0.3 0.57
H 3.97907 4.05742 5.87184 0.2 -0.1 0.1 0.52
```
Forces are in eV/Å.

Entry 4:
Computed, not measured: a molecular structure, C33H33Cl2N6O16SSc, with ωB97M-V/def2-TZVPD.

Calculated values
Frontier orbital gap ... 3.546 eV
Charge ... -2
DFT total energy ... -4889.18973 hartree
Energy relative to the best compared isomer or geometry (same formula, charge and spin) ... 31.9 kJ/mol

```
92
Properties=species:S:1:pos:R:3:forces:R:3:mulliken_charge:R:1
Sc -20.27617 -13.48180 3.93135 1.2 -0.6 0.8 -0.16
Cl -25.88062 -12.01372 3.63085 0.0 0.2 -0.2 -0.25
Cl -25.30922 -10.42624 7.31909 -0.3 -0.3 0.5 -0.25
S -25.02872 -14.61014 -1.01259 -1.5 -1.4 -2.0 1.39
O -23.58542 -18.69070 1.47442 0.1 0.0 -0.1 -0.65
O -16.21083 -8.78602 10.46471 0.7 0.2 -0.3 -0.58
O -17.14085 -16.15214 5.22032 0.0 0.3 -0.6 -0.78
O -20.09051 -12.26452 2.25253 -1.1 0.3 0.4 -0.37
O -19.13899 -15.20693 4.76871 0.6 0.3 -0.4 -0.32
O -18.09103 -10.54021 4.00204 -0.7 -0.6 0.0 -0.61
O -19.71196 -11.81587 5.08950 1.5 1.1 -0.9 -0.36
O -26.46180 -14.75114 -1.30147 1.1 0.4 0.8 -0.77
O -21.31772 -14.04671 6.23701 -0.2 0.0 -0.8 -0.52
O -22.18576 -13.08435 3.52803 -0.7 -0.7 0.0 -0.50
O -22.70039 -18.96890 3.41014 0.5 0.4 -0.3 -0.64
O -23.96162 -14.23701 2.77035 -0.1 0.2 0.0 -0.69
O -18.94544 -11.08413 0.74878 0.2 0.7 -0.8 -0.81
O -14.22199 -13.13884 2.03760 -1.7 0.1 -0.3 -0.56
O -18.30090 -8.41655 10.79512 0.8 -0.1 -0.7 -0.56
O -24.17975 -14.62861 -2.18980 0.4 -0.3 0.2 -0.70
N -18.13186 -13.53837 3.14138 -0.9 0.6 -0.8 0.84
N -17.35893 -8.77846 10.08040 -0.9 0.3 1.8 0.89
N -22.34036 -12.10643 6.75429 -0.2 2.0 -0.5 0.10
N -22.80676 -18.35485 2.36054 -0.7 -0.4 0.3 1.05
N -22.31853 -16.27127 1.06386 1.1 -1.1 0.9 0.36
N -20.75665 -15.37755 2.39143 -1.0 -0.6 0.1 0.23
C -15.89419 -14.20318 3.39190 -1.8 0.1 -1.0 -1.03
C -25.14182 -11.90363 -0.93551 0.9 -0.8 1.0 -1.56
C -18.41784 -10.24330 6.31430 -1.8 -0.9 -0.5 0.45
C -25.03570 -9.85860 13.29658 0.0 -0.8 -0.4 -1.20
C -19.29642 -10.35796 7.39981 1.4 -0.3 1.5 -0.44
C -21.46328 -15.22002 1.26006 -0.6 -1.7 1.1 0.49
C -24.62489 -16.02897 0.03594 1.4 -0.3 -1.2 -0.73
C -24.96018 -10.07370 11.93057 -0.6 -1.0 0.5 0.69
C -21.34717 -14.02325 0.42738 -0.9 0.6 -1.3 -1.10
C -17.80115 -12.63050 2.21753 -1.0 0.1 0.0 0.36
C -24.09295 -11.98313 3.74920 -1.6 -1.5 1.1 0.55
C -24.24963 -9.25390 10.98179 0.4 0.9 1.4 -0.69
C -25.26689 -10.33820 9.10789 1.2 1.8 0.0 0.20
C -18.74659 -10.89755 4.96721 -1.1 -0.7 1.0 0.33
C -22.05291 -17.16581 2.15563 -1.6 0.7 -1.6 -0.27
C -17.21305 -9.61961 6.42093 2.0 1.1 0.6 -0.59
C -24.68725 -13.15201 -0.19552 2.1 0.9 2.1 0.49
C -25.64625 -11.19195 11.33164 -0.5 0.1 0.4 -0.65
C -21.17108 -16.58211 2.96815 0.7 2.1 -2.2 -0.80
C -18.92044 -9.91770 8.69261 0.7 0.4 -3.0 -0.60
C -16.82651 -9.16377 7.67438 -0.5 0.1 1.5 -0.65
C -23.15373 -16.51363 -0.11260 -0.3 1.0 0.5 -1.52
C -23.23544 -14.12752 7.70778 -0.6 0.2 -0.1 -1.30
C -19.05053 -11.85750 1.66518 1.7 -1.2 0.8 0.50
C -16.51214 -12.48884 1.78907 -0.5 -0.5 -0.3 -1.21
C -17.69718 -9.29396 8.78815 0.2 -0.2 -1.9 0.24
C -25.85717 -11.24006 9.97475 0.0 -1.1 -0.7 -0.48
C -22.20696 -13.42733 6.82578 1.1 -1.1 0.4 0.66
C -17.85389 -15.35003 4.62390 -1.0 -0.3 1.2 0.23
C -17.25357 -14.35166 3.66440 1.0 0.1 0.6 0.17
C -24.41808 -9.30213 9.63984 -1.9 -2.3 -0.1 -0.40
C -23.44710 -13.26474 3.29339 1.2 0.2 -0.1 0.85
C -15.59332 -13.33090 2.36848 3.1 0.8 0.6 1.00
H -26.17116 -12.12112 -1.03229 -1.4 0.8 -0.5 0.43
H -23.10414 -11.67098 7.24857 -0.2 0.0 0.1 -0.15
H -15.16151 -14.77864 3.87195 0.8 -0.8 0.6 0.53
H -24.04179 -8.59786 8.96207 0.9 0.9 -0.7 0.47
H -25.41070 -10.59895 14.01340 -0.1 0.1 -0.6 0.23
H -21.67345 -13.19276 1.08078 0.6 -0.1 -0.5 0.14
H -21.85162 -11.45724 6.10240 -0.1 -1.4 0.7 0.25
H -23.32615 -15.20321 7.47578 0.3 0.6 -0.1 0.29
H -23.85405 -11.92040 4.81337 -0.1 0.4 -0.3 -0.44
H -24.65115 -11.83510 -1.87453 0.3 0.2 -0.9 0.38
H -13.67161 -13.62705 2.65033 -0.1 -0.2 0.2 0.29
H -23.15210 -17.52761 -0.47212 0.1 -0.5 0.7 0.55
H -20.70524 -16.96681 3.79567 0.8 -0.6 2.1 0.85
H -19.51283 -10.01608 9.53977 -1.1 -0.3 1.2 0.62
H -23.11870 -14.02035 8.82003 0.1 0.3 -1.2 0.31
H -16.51767 -9.48060 5.56195 -0.9 -0.4 0.7 0.41
H -25.21236 -13.22229 0.73976 -0.4 0.0 0.6 0.22
H -20.14483 -11.00171 7.38053 -0.6 -0.1 -0.6 0.26
H -23.60459 -8.51728 11.46598 -0.1 0.2 -0.5 0.25
H -24.49922 -9.07760 13.74923 0.8 1.1 0.4 0.31
H -24.14663 -13.60486 7.35983 -0.2 -0.6 0.8 0.40
H -20.30887 -13.92638 0.10571 -0.1 0.4 0.2 0.37
H -25.17984 -16.78941 -0.48711 -0.7 -0.2 -0.1 0.38
H -24.89932 -11.03443 -0.31508 -0.4 -0.2 -0.2 0.39
H -21.98437 -13.98791 -0.50449 0.7 -0.5 1.0 0.67
H -23.58677 -13.17110 0.12392 -1.6 0.0 -0.8 -0.48
H -22.66310 -16.00428 -0.90813 0.1 0.8 -0.7 0.82
H -15.87650 -8.71367 7.91004 0.3 0.1 -0.4 0.43
H -26.14394 -11.90039 12.02449 0.3 0.4 -0.7 0.24
H -16.30260 -11.80429 1.00562 0.4 0.5 -0.4 0.64
H -26.42701 -12.05905 9.53285 0.0 0.1 0.2 0.34
H -23.70329 -11.19061 3.17927 0.4 1.1 -0.5 0.37
H -24.97649 -15.94017 1.04262 -0.1 0.3 0.6 0.53
```
Forces are in eV/Å.